Molecular formula: C2H3F2NS
Method: DFT, wB97M-V/def2-TZVPD

Structure (ORCA input):
```
! RIJCOSX wB97M-V def2-TZVPD def2/J DEFGRID3
* xyz 0 1
C 1.178 -0.378 -0.161
C -0.595 0.772 -0.190
N 0.965 -1.591 -0.181
F -0.048 1.940 -0.585
F -1.339 0.302 -1.179
S -1.660 1.056 1.312
H 2.093 0.246 -0.120
H 1.827 -2.201 -0.088
H -2.421 -0.144 1.192
*
```

HOMO-LUMO gap = 9.72 eV
total energy = -730.57655 Ha
HOMO = -9.056 eV
molecular weight = 111.116 g mol⁻¹
energy above the lowest of the compared OMol25 structures with the same formula, charge and spin = 2.869 eV
LUMO energy = 0.0243 hartree

Just the natural (NBO) charges please, in e? Sure, here they are:
1 C 0.14
2 C 0.54
3 N -0.62
4 F -0.36
5 F -0.33
6 S -0.07
7 H 0.18
8 H 0.36
9 H 0.17

---

Molecular formula: C2H3F2NS
Method: DFT, wB97M-V/def2-TZVPD

Structure (ORCA input):
```
! RIJCOSX wB97M-V def2-TZVPD def2/J DEFGRID3
* xyz 0 1
C 0.712 -0.685 0.294
C -1.528 0.081 -0.587
N 1.319 0.372 0.589
F -1.470 -0.865 -1.579
F -2.441 -0.373 0.248
S -0.951 1.591 -0.646
H 1.272 -1.695 0.566
H 2.263 0.445 1.109
H 0.825 1.129 0.007
*
```

HOMO-LUMO gap = 9.05 eV
total energy = -730.55357 Ha
HOMO = -8.758 eV
molecular weight = 111.116 g mol⁻¹
energy above the lowest of the compared OMol25 structures with the same formula, charge and spin = 3.495 eV
LUMO energy = 0.0107 hartree

Just the natural (NBO) charges please, in e? Sure, here they are:
1 C -0.05
2 C 0.63
3 N -0.75
4 F -0.33
5 F -0.30
6 S -0.13
7 H 0.14
8 H 0.40
9 H 0.39

---

Molecular formula: C2H3F2OP
Method: DFT, wB97M-V/def2-TZVPD

Structure (ORCA input):
```
! RIJCOSX wB97M-V def2-TZVPD def2/J DEFGRID3
* xyz 0 1
C -0.819 -0.102 -0.330
C 0.427 0.651 0.113
F 1.012 1.031 -1.074
F 0.099 1.688 0.878
P 1.607 -0.651 0.957
O 0.992 -1.928 0.643
H -1.413 0.468 -1.120
H -1.338 -0.156 0.612
H -0.567 -1.001 -0.678
*
```

HOMO-LUMO gap = 8.50 eV
total energy = -694.30231 Ha
HOMO = -9.760 eV
molecular weight = 112.015 g mol⁻¹
energy above the lowest of the compared OMol25 structures with the same formula, charge and spin = 2.982 eV
SMILES = CC(F)(F)P=O
LUMO energy = -0.0462 hartree

Just the natural (NBO) charges please, in e? Sure, here they are:
1 C -0.66
2 C 0.36
3 F -0.36
4 F -0.33
5 P 1.27
6 O -0.96
7 H 0.23
8 H 0.21
9 H 0.23

---

Molecular formula: C2H3F2OP
Method: DFT, wB97M-V/def2-TZVPD

Structure (ORCA input):
```
! RIJCOSX wB97M-V def2-TZVPD def2/J DEFGRID3
* xyz 0 1
C 1.239 0.107 -0.073
C -0.307 -0.214 0.081
F -0.575 -1.493 -0.373
F -0.665 -0.218 1.397
P -1.733 0.620 -0.874
O -2.774 0.847 0.177
H 1.732 -0.129 0.908
H 1.544 1.138 -0.436
H 1.540 -0.658 -0.808
*
```

HOMO-LUMO gap = 8.81 eV
total energy = -694.30556 Ha
HOMO = -9.873 eV
molecular weight = 112.015 g mol⁻¹
energy above the lowest of the compared OMol25 structures with the same formula, charge and spin = 2.894 eV
SMILES = CC(F)(F)P=O
LUMO energy = -0.0391 hartree

Just the natural (NBO) charges please, in e? Sure, here they are:
1 C -0.69
2 C 0.34
3 F -0.36
4 F -0.34
5 P 1.25
6 O -0.92
7 H 0.25
8 H 0.23
9 H 0.24

---

Molecular formula: C2H3F3Si
Method: DFT, wB97M-V/def2-TZVPD

Structure (ORCA input):
```
! RIJCOSX wB97M-V def2-TZVPD def2/J DEFGRID3
* xyz 0 1
C -0.291 0.400 0.086
C 0.463 -0.639 0.164
F 4.378 0.538 1.426
F 4.829 -1.321 -0.197
F 4.564 1.034 -1.026
Si 3.938 -0.010 0.000
H -1.378 0.326 0.060
H 0.073 1.412 0.045
H 0.420 -1.697 0.200
*
```

HOMO-LUMO gap (alpha / beta) = 9.23 / 7.53 eV
total energy = -667.12479 Ha
HOMO (alpha / beta) = -9.737 / -9.407 eV
molecular weight = 112.126 g mol⁻¹
energy above the lowest of the compared OMol25 structures with the same formula, charge and spin = 4.015 eV
LUMO energy (alpha / beta) = -0.0187 / -0.0690 hartree

Just the natural (NBO) charges please, in e? Sure, here they are:
1 C -0.52
2 C -0.11
3 F -0.67
4 F -0.67
5 F -0.66
6 Si 2.00
7 H 0.22
8 H 0.23
9 H 0.19

---

Molecular formula: C2H3F4FeO
Method: DFT, wB97M-V/def2-TZVPD

Structure (ORCA input):
```
! RIJCOSX wB97M-V def2-TZVPD def2/J DEFGRID3
* xyz 2 6
C 1.042 1.054 1.010
F 0.724 1.611 -0.124
F 1.739 -0.028 0.822
F 1.697 1.950 1.703
F -0.026 0.722 1.946
C -0.692 -1.021 -1.371
O -0.842 -0.956 0.008
Fe -1.716 -0.209 1.315
H 0.193 -1.627 -1.638
H -1.561 -1.486 -1.870
H -0.558 -0.012 -1.802
*
```

HOMO-LUMO gap (alpha / beta) = 10.47 / 8.16 eV
total energy = -1815.53441 Ha
HOMO (alpha / beta) = -22.446 / -22.244 eV
molecular weight = 174.882 g mol⁻¹
expectation value of S² = 8.762
energy above the lowest of the compared OMol25 structures with the same formula, charge and spin = 0.237 eV
LUMO energy (alpha / beta) = -0.4401 / -0.5175 hartree

Just the natural (NBO) charges please, in e? Sure, here they are:
1 C 1.23
2 F -0.25
3 F -0.24
4 F -0.24
5 F -0.43
6 C -0.33
7 O -0.48
8 Fe 1.85
9 H 0.28
10 H 0.29
11 H 0.32

---

Molecular formula: C2H3F4HgNO4S2
Method: DFT, wB97M-V/def2-TZVPD

Structure (ORCA input):
```
! RIJCOSX wB97M-V def2-TZVPD def2/J DEFGRID3
* xyz 0 1
N 0.058 0.339 0.683
S -1.044 1.524 1.629
O -2.065 1.790 0.496
O -0.143 2.688 1.781
S -0.681 -1.063 0.482
O -1.526 -1.024 -0.763
O -1.397 -1.564 1.644
C 0.641 -2.321 0.071
F 1.108 -2.116 -1.141
F 1.606 -2.223 0.959
F 0.088 -3.515 0.132
Hg -1.982 0.861 -1.199
F -0.570 1.562 -2.138
C 1.182 1.148 -0.565
H 1.356 1.950 -1.289
H 1.657 0.266 -1.004
H 1.713 1.699 0.222
*
```

HOMO-LUMO gap = 8.87 eV
total energy = -1782.72000 Ha
HOMO = -10.050 eV
molecular weight = 445.765 g mol⁻¹
LUMO energy = -0.0432 hartree

Just the natural (NBO) charges please, in e? Sure, here they are:
1 N -1.02
2 S 1.71
3 O -1.14
4 O -0.91
5 S 2.15
6 O -1.06
7 O -0.86
8 C 0.77
9 F -0.30
10 F -0.29
11 F -0.29
12 Hg 1.69
13 F -0.82
14 C -0.32
15 H 0.26
16 H 0.20
17 H 0.22

---

Molecular formula: C2H3F4N
Method: DFT, wB97M-V/def2-TZVPD

Structure (ORCA input):
```
! RIJCOSX wB97M-V def2-TZVPD def2/J DEFGRID3
* xyz 0 1
C 1.048 -0.885 -0.270
C -1.882 1.526 -0.063
N 0.585 -0.033 0.777
F 2.229 -0.632 -0.824
F 1.216 -2.143 0.423
F -2.255 1.620 -1.318
F -2.757 0.847 0.626
H 0.395 -1.138 -1.144
H 0.076 0.640 0.338
H 1.345 0.198 1.456
*
```

HOMO-LUMO gap = 10.25 eV
total energy = -532.13375 Ha
HOMO = -10.764 eV
molecular weight = 117.045 g mol⁻¹
energy above the lowest of the compared OMol25 structures with the same formula, charge and spin = 2.540 eV
LUMO energy = -0.0190 hartree

Just the natural (NBO) charges please, in e? Sure, here they are:
1 C 0.66
2 C 0.65
3 N -0.86
4 F -0.34
5 F -0.39
6 F -0.32
7 F -0.31
8 H 0.14
9 H 0.37
10 H 0.40

---

Molecular formula: C2H3F4NNdO4S2
Method: DFT, wB97M-V/def2-TZVPD

Structure (ORCA input):
```
! RIJCOSX wB97M-V def2-TZVPD def2/J DEFGRID3
* xyz 1 4
N 0.112 0.847 0.256
S 1.324 2.160 0.137
O 1.923 1.727 -1.246
O 2.286 1.784 1.209
S -1.208 1.109 -0.574
O -1.009 0.494 -1.946
O -1.789 2.447 -0.607
C -2.497 0.014 0.208
F -2.130 -1.249 0.135
F -2.655 0.372 1.467
F -3.631 0.175 -0.449
Nd 1.327 -0.032 -2.175
F 1.991 -1.801 -0.662
C 1.509 -1.896 0.850
H 2.006 -2.843 1.074
H 0.439 -2.109 0.788
H 2.003 -1.199 1.536
*
```

HOMO-LUMO gap (alpha / beta) = 6.62 / 7.76 eV
total energy = -2190.69838 Ha
HOMO (alpha / beta) = -13.214 / -13.220 eV
molecular weight = 389.415 g mol⁻¹
expectation value of S² = 3.755
LUMO energy (alpha / beta) = -0.2423 / -0.2006 hartree

Just the Löwdin charges please, in e? Sure, here they are:
1 N -0.44
2 S 0.82
3 O -0.71
4 O -0.44
5 S 0.60
6 O -0.51
7 O -0.25
8 C -0.71
9 F 0.15
10 F 0.18
11 F 0.18
12 Nd 2.07
13 F -0.33
14 C 0.11
15 H 0.09
16 H 0.08
17 H 0.10

---

Molecular formula: C2H3FIN
Method: DFT, wB97M-V/def2-TZVPD

Structure (ORCA input):
```
! RIJCOSX wB97M-V def2-TZVPD def2/J DEFGRID3
* xyz 0 1
H -1.651 -0.943 -1.479
N -1.212 -0.048 -1.302
C -0.433 -0.387 -0.166
F -0.424 -1.608 0.321
C 0.485 0.609 0.581
I 2.505 0.308 -0.176
H 0.187 1.608 0.586
H 0.544 0.461 1.636
*
```

HOMO-LUMO gap = 9.58 eV
total energy = -530.27658 Ha
HOMO = -9.888 eV
molecular weight = 186.955 g mol⁻¹
energy above the lowest of the compared OMol25 structures with the same formula, charge and spin = 0.708 eV
SMILES = [H]/N=C(\F)CI
LUMO energy = -0.0113 hartree

Just the natural (NBO) charges please, in e? Sure, here they are:
1 H 0.34
2 N -0.64
3 C 0.61
4 F -0.31
5 C -0.59
6 I 0.11
7 H 0.25
8 H 0.24

---

Molecular formula: C2H3FINO
Method: DFT, wB97M-V/def2-TZVPD

Structure (ORCA input):
```
! RIJCOSX wB97M-V def2-TZVPD def2/J DEFGRID3
* xyz 0 1
C -0.020 0.817 -0.199
C -0.995 -0.008 0.653
N 1.162 -0.285 -1.165
O -0.030 1.912 -0.552
F -0.931 -1.340 0.445
I 2.865 -0.490 -0.061
H -1.956 0.355 0.442
H -0.887 0.302 1.764
H 0.791 -1.264 -1.325
*
```

HOMO-LUMO gap = 8.62 eV
total energy = -605.46869 Ha
HOMO = -8.628 eV
molecular weight = 202.954 g mol⁻¹
energy above the lowest of the compared OMol25 structures with the same formula, charge and spin = 1.601 eV
LUMO energy = -0.0004 hartree

Just the natural (NBO) charges please, in e? Sure, here they are:
1 C 0.74
2 C -0.07
3 N -0.94
4 O -0.44
5 F -0.32
6 I 0.25
7 H 0.20
8 H 0.21
9 H 0.37

---

Molecular formula: C2H3FN2O2
Method: DFT, wB97M-V/def2-TZVPD

Structure (ORCA input):
```
! RIJCOSX wB97M-V def2-TZVPD def2/J DEFGRID3
* xyz 0 1
N 0.351 1.520 0.522
C -0.456 0.781 1.063
N -1.438 0.088 1.227
F -1.599 -1.142 1.864
H 1.057 1.552 0.021
O -1.013 -0.642 -0.923
C 0.153 -0.333 -1.202
O 1.303 -0.823 -0.706
H 0.457 0.643 -1.684
H 1.185 -1.642 -0.183
*
```

HOMO-LUMO gap = 9.96 eV
total energy = -437.67211 Ha
HOMO = -9.970 eV
molecular weight = 106.056 g mol⁻¹
energy above the lowest of the compared OMol25 structures with the same formula, charge and spin = 2.130 eV
SMILES = N=C=NF.O=CO
LUMO energy = -0.0003 hartree

Just the natural (NBO) charges please, in e? Sure, here they are:
1 N -0.66
2 C 0.61
3 N -0.12
4 F -0.18
5 H 0.39
6 O -0.57
7 C 0.62
8 O -0.70
9 H 0.11
10 H 0.50

---

What did the third record say?
Molecular formula: C2H3F2OP
Method: DFT, wB97M-V/def2-TZVPD

Structure (ORCA input):
```
! RIJCOSX wB97M-V def2-TZVPD def2/J DEFGRID3
* xyz 0 1
C -0.819 -0.102 -0.330
C 0.427 0.651 0.113
F 1.012 1.031 -1.074
F 0.099 1.688 0.878
P 1.607 -0.651 0.957
O 0.992 -1.928 0.643
H -1.413 0.468 -1.120
H -1.338 -0.156 0.612
H -0.567 -1.001 -0.678
*
```

HOMO-LUMO gap = 8.50 eV
total energy = -694.30231 Ha
HOMO = -9.760 eV
molecular weight = 112.015 g mol⁻¹
energy above the lowest of the compared OMol25 structures with the same formula, charge and spin = 2.982 eV
SMILES = CC(F)(F)P=O
LUMO energy = -0.0462 hartree

Just the natural (NBO) charges please, in e? Sure, here they are:
1 C -0.66
2 C 0.36
3 F -0.36
4 F -0.33
5 P 1.27
6 O -0.96
7 H 0.23
8 H 0.21
9 H 0.23

---

- Look up the molecular weight of the seventh one.
  445.765 g mol⁻¹

---

- What is the formula in the third record?
  C2H3F2OP